Molecular formula: C13H30MgN3O7S3
Method: DFT, the ωB97M-V functional and the def2-TZVPD basis

Structure (ORCA input):
```
! wB97M-V def2-TZVPD RIJCOSX def2/J DEFGRID3
* xyz 2 2
Mg -2.33884 1.26834 2.01067
N 0.43165 0.14412 0.51229
O -0.49473 0.48883 1.27630
O 1.60530 0.18783 0.89974
O 0.16310 -0.37506 -0.53794
C 4.52529 1.82453 1.32028
C 4.54861 2.86044 2.26245
N 4.63547 3.77371 3.05609
H 3.48068 1.55013 1.17329
H 5.11276 1.01593 1.75516
H 5.07140 2.09324 0.41603
C 0.38685 -3.95011 -0.32591
C -0.69412 -4.92506 -0.52173
N -1.53492 -5.72747 -0.55847
H 0.22463 -3.11855 -1.01170
H 1.28046 -4.44898 -0.70099
H 0.47145 -3.59804 0.70219
C -2.16366 -2.47024 2.69698
S -3.53260 -1.68141 1.71970
O -3.40340 -0.19465 1.79395
C -2.79800 -2.03290 0.10756
H -1.15504 -2.10143 2.51054
H -2.31649 -3.54248 2.57433
H -2.41868 -2.25414 3.73446
H -3.13367 -3.05448 -0.07075
H -1.70970 -2.06910 0.05860
H -3.06604 -1.45987 -0.78007
C 1.32348 3.47036 1.79696
S -0.35016 4.07207 2.34137
O -1.29785 2.94257 2.00947
C 0.10970 3.80723 4.15540
H 1.39951 3.22049 0.73872
H 1.45246 2.50936 2.29490
H 2.14307 4.15711 2.00852
H -0.75560 4.14348 4.72660
H 0.90379 4.52916 4.34600
H 0.47683 2.78466 4.24304
C -4.56994 1.32346 -1.80513
S -3.08417 2.20335 -1.19191
O -2.84829 1.67173 0.20315
C -1.75580 1.46335 -2.19923
H -4.93847 1.72212 -2.75031
H -5.45267 1.35968 -1.16672
H -4.38260 0.27532 -2.03841
H -1.83185 0.37894 -2.27885
H -0.84080 1.69442 -1.65382
H -1.66583 1.99691 -3.14544
C 3.08174 -2.86152 -3.26543
C 2.91554 -1.39884 -3.48430
O 3.90519 -0.62751 -3.28818
C 1.59866 -0.95073 -4.07508
H 4.15292 -3.04731 -3.34392
H 2.64691 -3.39235 -4.11232
H 2.57817 -3.03589 -2.31458
H 0.90984 -0.63537 -3.29138
H 1.18928 -1.76130 -4.67798
H 1.80915 -0.21805 -4.85416
*
```

As for the LUMO energy (alpha / beta): -7.56 / -10.97 eV.

=====

Molecular formula: C13H30N3O3
Method: DFT, the ωB97M-V functional and the def2-TZVPD basis

Structure (ORCA input):
```
! wB97M-V def2-TZVPD RIJCOSX def2/J DEFGRID3
* xyz 1 1
C -1.09522 2.60403 -4.11355
O -0.20646 2.13850 -3.09088
C 0.15016 0.78741 -3.34248
C 1.32406 0.46225 -2.41031
C 1.11412 -0.83358 -1.58797
C 2.38459 -0.99176 -0.71382
C 2.17743 -1.93485 0.49614
C 2.93268 -1.46003 1.74759
C 2.23040 -0.53917 2.74734
N 2.61449 0.82547 2.29796
C 3.89999 0.63622 1.79122
N 4.80799 1.57793 1.51918
N 4.14566 -0.64719 1.56035
H -1.97775 1.95350 -4.12135
H -1.38996 3.61172 -3.83186
H -0.57608 2.57183 -5.07600
H 0.52582 0.74482 -4.37359
H -0.69986 0.11299 -3.18677
H 2.28957 0.37519 -2.91248
H 1.37847 1.26877 -1.67049
H 1.02713 -1.66429 -2.29175
H 0.21652 -0.76907 -0.96758
H 3.15292 -1.39288 -1.37912
H 2.66016 0.03038 -0.43133
H 2.61989 -2.89334 0.22188
H 1.12873 -2.10274 0.73991
H 3.26857 -2.30115 2.36005
H 1.16180 -0.69899 2.86375
H 2.65476 -0.59789 3.75253
H 1.96360 0.98932 1.52085
H 4.60337 2.29701 0.83965
H 5.70017 1.54281 1.99077
H 4.64759 -0.70094 0.67648
C -5.72313 0.07397 0.85267
O -4.94466 -0.03772 2.03455
C -4.23461 -1.26190 2.11788
C -2.77322 -1.07502 1.76756
O -2.60162 -0.73680 0.39663
C -2.35271 0.64305 0.19604
H -6.06336 1.10529 0.77370
H -5.14200 -0.17232 -0.03937
H -6.59840 -0.57956 0.91289
H -4.69043 -2.02364 1.47904
H -4.30471 -1.60493 3.15489
H -2.24888 -2.02295 1.93214
H -2.31748 -0.31813 2.41487
H -1.33373 0.89075 0.52286
H -3.07107 1.26823 0.72983
H -2.43528 0.84940 -0.87052
*
```

The energy above the lowest of the compared OMol25 structures with the same formula, charge and spin comes out at 44.7 kcal/mol. As for the LUMO energy: -4.23 eV.

=====

Molecular formula: C13H30O6PS
Method: DFT, the ωB97M-V functional and the def2-TZVPD basis

Structure (ORCA input):
```
! wB97M-V def2-TZVPD RIJCOSX def2/J DEFGRID3
* xyz -1 1
O -0.47915 -7.71042 -0.43446
P -0.35073 -6.25175 -0.44723
O -1.01611 -5.48113 -1.69582
S -0.07783 -5.37498 -3.15538
O 0.17098 -6.72676 -3.53253
O 1.17211 -4.60468 -2.51688
C 2.57312 -5.10050 -2.47993
O 3.33099 -4.16933 -2.23594
O 2.80223 -6.28867 -2.62433
H 0.97335 -5.82672 -0.31412
H -1.06048 -5.68221 0.62426
C 1.79793 -1.36400 -4.00838
C 1.34692 0.06288 -3.70763
C 2.49476 0.97115 -3.27080
C 3.19147 0.53963 -1.97880
C 2.27622 0.42469 -0.76238
C 1.62196 1.74715 -0.36850
H 2.22413 -1.85343 -3.13214
H 0.95407 -1.97178 -4.33770
H 2.54913 -1.37577 -4.80120
H 0.56170 0.04767 -2.94598
H 0.89041 0.49066 -4.60613
H 2.11895 1.99446 -3.16309
H 3.24162 1.01026 -4.07017
H 3.98841 1.25879 -1.75710
H 3.68888 -0.42007 -2.13508
H 2.86771 0.05928 0.08044
H 1.50551 -0.32817 -0.94046
H 2.37863 2.50081 -0.13674
H 0.99654 1.61619 0.51771
H 0.98429 2.13584 -1.16433
C -0.76574 4.35226 2.53916
C -0.91303 2.94090 3.10176
C -2.01233 2.13116 2.41622
C -3.42247 2.70444 2.56523
C -3.89500 2.88575 4.00699
C -3.97733 1.57598 4.78651
H -1.67430 4.94031 2.67808
H 0.04589 4.88258 3.03950
H -0.53759 4.32161 1.47196
H -1.09085 2.99175 4.17967
H 0.03521 2.41318 2.97412
H -1.99076 1.10861 2.80186
H -1.78150 2.05220 1.34972
H -4.12170 2.04366 2.04360
H -3.48176 3.66741 2.05052
H -4.88557 3.34835 3.99033
H -3.24124 3.58575 4.53423
H -4.66467 0.87929 4.30298
H -4.33931 1.75381 5.80034
H -3.00364 1.09192 4.86800
*
```

As for the LUMO energy: 2.37 eV.

=====

Molecular formula: C13H30OSi
Method: DFT, the ωB97M-V functional and the def2-TZVPD basis

Structure (ORCA input):
```
! wB97M-V def2-TZVPD RIJCOSX def2/J DEFGRID3
* xyz 0 1
C -1.55524 5.40254 2.76264
C -2.18373 4.08296 3.24636
C -1.11551 3.06971 3.71851
C -0.04416 2.77338 2.69727
C -0.58981 2.23369 1.37786
C 0.50449 1.79104 0.40997
C 1.24536 0.51122 0.89852
C 0.38450 -0.73839 0.88866
C 0.21979 -1.37803 -0.47682
C 1.53165 -1.96031 -1.02801
O 1.49239 -2.22706 -2.38206
Si 0.65445 -3.47293 -3.14392
C -0.56345 -4.37754 -2.05312
C -0.32896 -2.63335 -4.45423
C 2.01410 -4.62998 -3.86028
H -0.77362 5.70044 3.44933
H -1.04037 5.29630 1.79281
H -2.25164 6.24395 2.70323
H -2.83031 3.67969 2.44794
H -2.89865 4.27102 4.06359
H -1.60180 2.15201 4.00996
H -0.65557 3.41725 4.65441
H 0.57678 3.68284 2.54105
H 0.66411 2.06178 3.10144
H -1.25652 1.36015 1.55863
H -1.22086 3.03044 0.91792
H 1.20201 2.62081 0.30711
H 0.03427 1.59345 -0.56641
H 1.64557 0.63627 1.92684
H 2.08608 0.33166 0.25991
H -0.61316 -0.45761 1.30215
H 0.79559 -1.53728 1.52693
H -0.53698 -2.15698 -0.44390
H -0.15217 -0.66470 -1.21707
H 2.40006 -1.31902 -0.86556
H 1.75474 -2.92679 -0.52315
H -1.32166 -3.66248 -1.75637
H -0.09639 -4.80427 -1.17027
H -1.03531 -5.17954 -2.62824
H -1.10046 -1.99554 -4.01751
H -0.65558 -3.37854 -5.16209
H 0.38862 -1.95415 -4.92790
H 2.55998 -4.96168 -2.99661
H 2.71728 -4.08372 -4.48040
H 1.55010 -5.44270 -4.40910
*
```

The energy above the lowest of the compared OMol25 structures with the same formula, charge and spin comes out at 0.3 kcal/mol. The SMILES is CCCCCCCCCCO[Si](C)(C)C. As for the LUMO energy: 0.92 eV.

=====

Molecular formula: C13H31N2Na2O7
Method: DFT, the ωB97M-V functional and the def2-TZVPD basis

Structure (ORCA input):
```
! wB97M-V def2-TZVPD RIJCOSX def2/J DEFGRID3
* xyz 2 2
Na 25.03241 19.04316 -5.96403
Na 22.96659 19.75231 -3.18323
O 21.25330 21.47376 -6.70548
C 21.89941 20.56948 -6.11150
O 22.98756 20.28557 -6.51364
O 21.41434 20.01952 -5.09165
H 21.94689 21.28938 -7.34309
C 20.85322 23.50629 -3.79544
O 21.98770 24.09720 -3.27768
C 21.60971 25.12442 -2.31658
C 21.12216 24.39209 -1.03731
N 22.19746 23.66638 -0.31585
C 21.77908 22.31811 0.02788
C 20.51101 22.19699 0.85817
O 19.47051 21.99635 -0.05706
C 18.22368 21.91172 0.64769
H 20.15931 23.02167 -3.10861
H 21.25419 22.69846 -4.40759
H 20.45545 24.25914 -4.47596
H 20.83783 25.84414 -2.58917
H 22.55456 25.62674 -2.10919
H 20.21267 23.83020 -1.24992
H 20.68463 25.03046 -0.26974
H 22.14669 24.21117 0.53311
H 22.63832 21.97455 0.60388
H 21.77682 21.81862 -0.94093
H 20.27797 23.16015 1.31215
H 20.58609 21.45314 1.65136
H 17.61872 21.14227 0.16803
H 17.71471 22.78620 0.24229
H 18.09201 21.94485 1.72920
C 26.01931 20.46695 -12.41211
O 25.90593 19.83501 -11.09277
C 24.99379 20.53154 -10.22634
C 25.44984 21.98458 -9.92118
N 26.65846 22.21598 -8.97587
C 26.86998 23.54729 -8.50272
C 25.55992 24.34767 -8.09608
O 24.84250 23.57498 -7.17041
C 23.57659 24.08707 -6.71795
H 25.02196 20.47002 -12.85185
H 26.77623 19.85244 -12.89951
H 26.35480 21.48211 -12.19997
H 25.07179 20.14129 -9.21159
H 24.00535 20.38792 -10.66277
H 24.46258 22.25599 -9.54732
H 25.59684 22.68110 -10.74662
H 26.64674 21.52044 -8.24362
H 27.33069 24.18827 -9.25438
H 27.64731 23.51707 -7.73921
H 24.90674 24.84546 -8.81279
H 25.91746 25.21437 -7.54011
H 22.88444 24.18114 -7.55472
H 23.61830 25.12152 -6.37696
H 23.15204 23.49236 -5.90914
*
```

As for the LUMO energy (alpha / beta): -7.65 / -10.15 eV.

=====

Molecular formula: C13H31N3O4PS
Method: DFT, the ωB97M-V functional and the def2-TZVPD basis

Structure (ORCA input):
```
! wB97M-V def2-TZVPD RIJCOSX def2/J DEFGRID3
* xyz 1 1
C -1.85984 4.63963 -2.21327
N -1.00582 3.63356 -1.50439
C 0.44488 3.93606 -1.60966
P 1.34593 2.36885 -0.95955
S 3.20494 2.84072 -0.04342
C 0.32151 1.42551 0.32704
C 0.76448 -0.12633 0.46443
C 0.53947 -0.93240 -0.93501
C -0.91753 -0.70757 -1.55815
O -0.98067 0.30840 -2.60162
C -0.20737 -0.03670 -3.73048
O -0.09506 0.82788 -4.63765
H -1.29066 5.52384 -2.64920
H -2.62277 5.02498 -1.44551
H -2.47712 4.10698 -3.02204
H -1.24276 3.65364 -0.50397
H 0.79564 4.11364 -2.68985
H 0.80544 4.79042 -0.93817
H 1.45222 1.49718 -2.10391
H 4.22533 2.56949 -0.95594
H 0.48062 1.92470 1.36481
H -0.79888 1.51571 0.09463
H 0.21905 -0.65682 1.31766
H 1.90108 -0.15829 0.66207
H 1.39976 -0.58759 -1.61339
H 0.61862 -2.05258 -0.67270
H -1.34430 -1.69296 -1.98074
H -1.62390 -0.35976 -0.71641
H 0.36459 -1.01804 -3.85589
C 2.02045 3.05099 3.82707
C 1.18232 1.83103 4.10769
O 0.14975 1.58837 3.48769
N 1.60563 0.98808 5.08443
C 2.78791 1.11217 5.91253
H 1.56689 3.63410 3.02660
H 2.07928 3.67553 4.72090
H 3.02266 2.74972 3.51331
H 1.00143 0.19010 5.22456
H 3.41303 0.23114 5.75613
H 2.47485 1.15219 6.95733
H 3.36194 2.00528 5.67606
C -2.30166 -5.43232 -3.05095
C -2.13363 -4.64781 -1.77727
O -1.97883 -3.42861 -1.77445
N -2.15803 -5.33518 -0.60624
C -2.32906 -6.76137 -0.41860
H -2.26229 -4.75967 -3.90607
H -1.49594 -6.16356 -3.14635
H -3.26947 -5.93831 -3.05097
H -2.04048 -4.75297 0.21117
H -3.21574 -6.92474 0.19658
H -1.45144 -7.14875 0.10223
H -2.44647 -7.28756 -1.36311
*
```

As for the LUMO energy: -2.88 eV.